ORCA calculation (ωB97M-V/def2-TZVPD) on a 2-piece molecular cluster, C3H4N2O3 overall in a non-equilibrium geometry.

Each atom is followed by the atoms it is bonded to, with distances in Å.
Positions of all 12 atoms, in Å:
1 H -1.960 0.162 1.104  C9 1.111
2 N 0.007 -1.624 0.006  C5 1.371, O8 1.253
3 H -2.898 -0.740 -0.290  C9 1.192
4 H 2.475 1.114 -0.754  no bonds
5 C -0.462 -0.343 -0.128  N2 1.371, C9 1.624, C12 1.517
6 O 2.896 -0.087 -0.212  N7 1.424
7 N 1.690 -0.292 0.516  O6 1.424, O8 1.419, C12 1.471
8 O 1.256 -1.573 0.089  N2 1.253, N7 1.419
9 C -2.037 0.031 0.003  H1 1.111, H3 1.192, C5 1.624, H11 1.071
10 O 0.732 1.822 0.120  C12 1.160
11 H -2.337 0.864 -0.600  C9 1.071
12 C 0.636 0.666 0.148  C5 1.517, N7 1.471, O10 1.160

E: -12290.6552 eV
Multiplicity: 1
Orbital gap: 9.4 eV
Max |F|: 7.44 eV/Å
HOMO energy: -9.888 eV
Energy relative to the best compared isomer or geometry (same formula, charge and spin): 804.7 kJ/mol

Charge distribution, Mulliken scheme, values in e: 0.222 -0.272 0.294 0.392 0.195 -0.466 0.172 -0.060 -0.847 -0.487 0.303 0.553

=====

ORCA calculation (ωB97M-V/def2-TZVPD) on one molecule with the formula C3H4N2O5 in a non-equilibrium geometry.

Each atom is followed by the atoms it is bonded to, with distances in Å.
Positions of all 14 atoms, in Å:
1 H 0.198 -1.315 1.476  C4 0.980
2 O 1.758 -1.207 -1.493  N8 1.193
3 O 1.708 2.779 -1.048  N11 1.217
4 C -0.429 -0.643 1.136  H1 0.980, C6 1.326, C12 1.459
5 H -0.865 0.034 -0.852  C12 1.137
6 C -1.570 -0.173 1.621  C4 1.326, H9 1.054, H14 1.162
7 O 0.853 1.044 -0.075  N11 1.421, C12 1.653
8 N 0.854 -1.443 -0.751  O2 1.193, C12 1.471, O13 1.220
9 H -2.062 0.473 0.948  C6 1.054
10 O -0.028 1.855 -1.957  N11 1.164
11 N 0.811 1.963 -1.157  O3 1.217, O7 1.421, O10 1.164
12 C 0.000 -0.365 -0.231  C4 1.459, H5 1.137, O7 1.653, N8 1.471
13 O 0.561 -2.556 -0.346  N8 1.220
14 H -1.788 -0.447 2.728  C6 1.162

E: -16384.2357 eV
Structure (SMILES): C=C[C@@H](O[N+](=O)[O-])[N+](=O)[O-]
Multiplicity: 1
Orbital gap: 10.3 eV
Max |F|: 5.37 eV/Å
HOMO energy: -11.087 eV
Energy relative to the best compared isomer or geometry (same formula, charge and spin): 730.2 kJ/mol

Charge distribution, Mulliken scheme, values in e: 0.469 -0.527 -0.556 -0.272 0.350 -0.775 -0.290 0.953 0.303 -0.527 1.101 0.073 -0.548 0.245